# 1
Density functional theory data (ωB97M-V with the def2-TZVPD basis set) for 11 unconnected molecules or ions with the total composition H22O11.

Cartesian coordinates (Å):
O  -15.298  3.775  17.979
O  -12.324  2.518  14.847
O  -13.384  1.490  16.951
O  -15.722  6.359  16.607
O  -15.861  7.677  13.791
O  -16.129  0.784  13.349
O  -18.124  5.464  17.525
O  -17.188  4.327  12.791
O  -17.795  2.944  16.588
O  -14.636  3.370  11.614
O  -15.455  3.786  14.794
H  -16.649  4.062  12.046
H  -14.866  6.051  16.906
H  -16.904  3.052  16.255
H  -14.472  3.154  10.697
H  -17.690  4.612  17.479
H  -16.929  1.261  13.568
H  -15.178  3.998  18.902
H  -15.654  4.243  15.611
H  -15.046  2.853  17.920
H  -15.462  1.156  13.925
H  -16.002  6.876  14.296
H  -15.582  7.280  16.388
H  -14.499  3.760  14.761
H  -17.480  6.081  17.178
H  -13.067  1.876  16.135
H  -11.915  3.374  14.719
H  -11.685  1.893  14.506
H  -17.714  2.293  17.284
H  -12.602  1.125  17.364
H  -15.480  8.292  14.419
H  -13.948  2.911  12.096
H  -16.662  4.105  13.559

gap between HOMO and LUMO (spin up / spin down)	0.395 / 0.108	hartree
net charge	+1
energy relative to the best compared isomer or geometry (same formula, charge and spin)	1.1378	eV
spin multiplicity	2
molecular weight	198.2	g mol⁻¹
<S²>	0.7571

# 2
Density functional theory data (ωB97M-V with the def2-TZVPD basis set) for 11 unconnected molecules or ions with the total composition H23O11.

Cartesian coordinates (Å):
O  0.487  -1.691  -2.178
O  -2.310  0.786  -2.404
O  -0.596  1.398  0.203
O  0.215  3.402  -2.014
O  -0.929  -2.071  2.402
O  1.488  -1.674  2.879
O  3.973  -0.817  2.031
O  -3.516  -0.677  -0.690
O  2.314  0.942  1.742
O  -2.088  0.068  2.322
O  0.763  0.093  -4.339
H  1.676  -1.055  2.264
H  -1.495  0.943  2.170
H  -0.884  1.840  -0.533
H  3.057  0.569  1.292
H  0.298  4.353  -2.232
H  0.037  -0.117  -4.793
H  0.045  2.580  -2.587
H  3.997  -1.574  2.569
H  1.322  -1.867  -2.199
H  4.835  -0.442  2.036
H  -1.245  -2.892  2.431
H  -1.538  -1.204  2.348
H  1.133  -1.008  3.484
H  -2.629  1.794  -2.326
H  -2.975  -0.154  -0.132
H  0.113  -0.950  -2.607
H  -3.237  -1.413  -1.224
H  1.529  0.346  -4.860
H  -2.835  0.661  -1.677
H  0.171  -2.226  2.561
H  2.193  1.706  1.096
H  -2.398  0.396  3.220
H  0.404  1.630  0.079

gap between HOMO and LUMO	0.377	hartree
net charge	+1
energy relative to the best compared isomer or geometry (same formula, charge and spin)	6.7037	eV
spin multiplicity	1
molecular weight	199.2	g mol⁻¹

# 3
Density functional theory data (ωB97M-V with the def2-TZVPD basis set) for 12 unconnected molecules or ions with the total composition H23O12.

Cartesian coordinates (Å):
O  2.195  -1.117  -1.018
O  0.039  0.163  -2.406
O  -2.044  1.736  1.030
O  -2.816  1.017  -1.749
O  -0.233  0.214  3.266
O  -0.094  -2.654  -1.565
O  -2.164  -1.176  0.281
O  2.557  0.512  1.755
O  0.028  0.227  0.668
O  0.495  -2.279  1.462
O  2.302  1.625  -1.566
O  0.821  2.809  0.426
H  -2.554  1.183  1.609
H  1.844  1.978  -0.841
H  -0.265  -0.078  -0.230
H  0.424  3.040  -0.459
H  0.454  -3.414  -1.517
H  -0.274  1.023  -2.205
H  0.644  1.897  0.629
H  -2.322  1.130  -0.961
H  1.797  0.822  -1.725
H  -0.219  0.076  2.310
H  -1.441  -0.523  0.377
H  -2.455  -1.069  -0.622
H  1.260  -1.045  -0.878
H  1.359  -2.491  1.152
H  -0.928  -0.449  3.423
H  2.285  1.099  2.466
H  -2.611  0.191  -2.198
H  2.359  -2.069  -0.935
H  0.263  -1.366  1.224
H  -1.173  1.297  0.800
H  -0.376  -2.488  -0.679
H  -0.849  -0.205  -2.632
H  1.698  0.381  1.320

gap between HOMO and LUMO	0.354	hartree
net charge	-1
energy relative to the best compared isomer or geometry (same formula, charge and spin)	3.2279	eV
spin multiplicity	1
molecular weight	215.2	g mol⁻¹

# 4
Density functional theory data (ωB97M-V with the def2-TZVPD basis set) for 12 unconnected molecules or ions with the total composition H23O12.

Cartesian coordinates (Å):
O  -0.340  -1.892  1.425
O  -4.004  -1.245  2.042
O  1.248  -4.305  0.046
O  2.833  -0.558  0.025
O  -1.402  0.315  -1.726
O  -3.309  2.132  -0.470
O  1.476  3.131  -1.098
O  -0.461  2.359  0.994
O  -2.403  -1.010  -3.905
O  1.996  1.445  2.971
O  0.162  -1.588  -1.039
O  4.264  1.501  1.208
H  1.904  -3.665  0.329
H  -1.914  -1.810  -3.679
H  3.873  1.372  0.336
H  1.970  -0.878  -0.270
H  -3.164  2.725  -1.210
H  -2.012  -0.184  -2.293
H  0.412  -3.875  0.267
H  -1.805  -0.519  -4.464
H  1.656  1.404  2.065
H  0.825  2.491  -0.775
H  -0.665  -0.328  -1.429
H  2.896  1.691  2.695
H  -0.124  -1.755  0.397
H  4.805  0.726  1.369
H  -0.009  -2.438  -1.449
H  -1.075  -1.272  1.320
H  -1.000  2.210  0.214
H  0.981  3.950  -1.002
H  -0.487  1.500  1.434
H  3.628  -1.046  -0.157
H  -4.606  -1.119  1.300
H  -3.315  -1.787  1.635
H  -2.709  1.382  -0.580

gap between HOMO and LUMO	0.325	hartree
net charge	-1
energy relative to the best compared isomer or geometry (same formula, charge and spin)	2.6643	eV
spin multiplicity	1
molecular weight	215.2	g mol⁻¹

# 5
Density functional theory data (ωB97M-V with the def2-TZVPD basis set) for a molecular structure, H24HeO12.

Cartesian coordinates (Å):
O  -17.807  19.826  8.063
O  -14.527  17.263  7.156
O  -17.125  13.756  13.061
O  -15.446  13.515  10.744
O  -18.524  17.285  6.869
O  -19.931  17.394  11.039
O  -17.096  18.184  11.487
O  -14.794  18.050  9.798
O  -20.906  16.494  8.340
O  -16.658  15.319  7.099
O  -19.096  15.927  13.236
O  -17.276  13.217  8.760
He  -17.267  16.095  9.453
H  -16.959  19.823  7.619
H  -17.384  15.942  7.114
H  -16.673  17.953  12.314
H  -16.875  13.394  9.611
H  -20.622  17.983  11.341
H  -20.494  16.668  9.186
H  -19.435  16.207  12.386
H  -18.665  16.705  13.591
H  -21.059  15.549  8.337
H  -18.194  18.977  7.847
H  -18.846  17.431  5.979
H  -14.526  17.704  8.947
H  -14.986  12.711  10.986
H  -16.376  18.250  10.859
H  -14.623  17.336  10.412
H  -16.707  12.560  8.358
H  -19.209  16.763  7.288
H  -18.011  14.086  12.908
H  -19.150  17.946  10.988
H  -14.859  14.219  11.019
H  -16.674  13.884  12.226
H  -14.149  17.141  6.285
H  -16.953  14.593  7.649
H  -15.091  16.500  7.282

gap between HOMO and LUMO	0.387	hartree
net charge	0
energy relative to the best compared isomer or geometry (same formula, charge and spin)	0.4148	eV
spin multiplicity	1
molecular weight	220.2	g mol⁻¹

# 6
Density functional theory data (ωB97M-V with the def2-TZVPD basis set) for a molecular structure, H24KrO12.

Cartesian coordinates (Å):
Kr  -0.176  -0.668  0.230
O  3.423  -0.862  2.452
O  -3.607  -1.047  0.279
O  -2.125  -1.521  -2.490
O  -0.812  1.415  3.058
O  2.024  1.556  3.492
O  -1.537  0.803  -3.542
O  3.661  -0.274  -0.543
O  2.218  1.965  -0.040
O  0.257  -3.825  -1.393
O  -0.077  2.539  -2.106
O  -3.636  1.427  -1.398
O  0.974  -2.151  3.501
H  -2.991  -1.761  -2.820
H  -3.294  0.886  -0.686
H  0.315  3.247  -2.618
H  -0.560  -4.043  -1.842
H  -3.072  -1.625  -0.266
H  3.143  0.524  -0.431
H  1.007  -3.098  3.361
H  -2.924  1.462  -2.036
H  4.453  0.017  -0.995
H  2.725  -1.491  2.637
H  1.295  1.713  -0.019
H  -1.464  0.809  3.412
H  -1.492  1.086  -4.455
H  -4.506  -1.211  -0.008
H  3.360  -0.705  1.510
H  2.583  0.779  3.504
H  -1.870  -0.761  -3.014
H  1.139  1.213  3.370
H  -0.433  2.972  -1.331
H  -0.848  1.302  -3.102
H  -1.212  1.759  2.259
H  0.270  -2.868  -1.371
H  2.317  2.446  -0.862
H  1.474  -2.010  4.304

gap between HOMO and LUMO	0.348	hartree
net charge	0
energy relative to the best compared isomer or geometry (same formula, charge and spin)	1.0060	eV
spin multiplicity	1
molecular weight	300.0	g mol⁻¹

The highest spin multiplicity belongs to which entry?
H22O11

Number 5 is which compound?
H24HeO12

Look up the energy relative to the best compared isomer or geometry (same formula, charge and spin) of the sixth one.
1.0060 eV

Which value of spin multiplicity does entry 2 give?
1